This record from the Open Molecules 2025 dataset describes a molecular structure, C4H12NO2PS at a distorted geometry. The level of theory is ωB97M-V/def2-TZVPD.

**Kohn-Sham gap**: 0.33443 hartree
**Highest occupied orbital energy**: -8.9 eV
**LUMO level**: 0.2084 eV
**Energy relative to the best compared isomer or geometry (same formula, charge and spin)**: 322.17 kJ/mol

Each line ends with the natural charge from an NBO analysis.
Element x y z (Å)
C -1.596 -1.832 0.902  -0.401
C -0.650 -1.826 -1.402  -0.416
C -0.668 2.313 0.467  -0.243
C 3.345 0.860 -0.153  -0.713
N -0.437 -1.564 0.002  -0.750
O 0.887 -0.084 1.773  -1.078
O 0.107 1.662 -0.449  -0.780
P 0.671 -0.304 0.427  2.025
S 2.418 -0.716 -0.555  -0.078
H -1.552 -1.313 1.847  0.229
H -2.509 -1.555 0.410  0.193
H -1.602 -2.835 1.118  0.199
H -1.602 -1.523 -1.773  0.197
H 0.113 -1.287 -2.063  0.229
H -0.489 -2.861 -1.467  0.199
H 0.055 3.066 1.013  0.131
H -1.041 1.642 1.232  0.157
H -1.437 2.980 0.110  0.170
H 2.587 1.639 -0.157  0.266
H 4.314 0.824 -0.761  0.242
H 3.788 0.938 0.795  0.221

=====

This record from the Open Molecules 2025 dataset describes 2 unconnected molecules or ions with the total composition C4H12NO2S at a distorted geometry. The level of theory is ωB97M-V/def2-TZVPD.

**Kohn-Sham gap**: 0.17787 hartree
**Highest occupied orbital energy**: -2.3 eV
**LUMO level**: 2.4934 eV
**Energy relative to the best compared isomer or geometry (same formula, charge and spin)**: 87.73 kJ/mol
**Net charge**: -1

Each line ends with the natural charge from an NBO analysis.
Element x y z (Å)
C 0.587 0.268 1.399  -0.223
N -0.336 0.736 0.366  -0.664
C -0.416 0.152 -0.914  0.085
O 0.080 1.049 -1.973  -0.774
C 0.917 -1.214 1.463  -0.433
C 1.846 -1.457 2.644  -0.527
S 0.979 -1.567 4.238  -0.724
H 1.526 0.840 1.387  0.158
H 0.177 0.538 2.369  0.231
H -1.226 1.071 0.702  0.373
H 0.211 -0.722 -0.965  0.161
H -1.429 -0.086 -1.238  0.155
H 1.272 -1.598 0.494  0.169
H 0.001 -1.789 1.611  0.206
H 2.594 -0.650 2.632  0.163
H 2.458 -2.341 2.522  0.181
H 0.576 1.723 -1.494  0.463
H -2.650 2.181 -5.147  0.471
H -3.872 1.257 -5.390  0.463
O -3.293 1.605 -4.705  -0.934